74
Properties=species:S:1:pos:R:3 method="wB97M-V/def2-TZVPD" e_lumo_ev="0.3 / 0.2" orbital_gap_ha="0.312 / 0.326" multiplicity=3 s_squared=2.01 e_tot_ha=-2085.25163 de_lowest_kcal_mol=0.0
C 2.120 -2.748 -2.501
C 1.569 -1.715 -3.174
N 0.282 -1.209 -2.811
N 0.422 0.208 -2.430
C -0.600 -1.330 -3.879
O -0.384 -1.769 -4.953
O -1.842 -0.841 -3.530
P -2.816 -1.815 -2.684
S -3.446 -1.103 -1.026
H 2.356 -3.687 -2.984
H 2.292 -2.671 -1.433
H 2.103 -1.249 -3.995
H 0.445 0.769 -3.276
H -0.389 0.474 -1.885
H -3.832 -2.076 -3.592
H -2.085 -2.990 -2.541
C -3.098 -1.391 5.122
C -3.483 -2.234 3.896
C -4.470 -1.467 3.017
C -5.877 -1.393 3.607
C -6.394 -2.798 3.917
C -5.457 -3.597 4.820
N -4.048 -3.559 4.309
O -3.896 -4.421 3.359
C -5.546 -3.054 6.260
C -5.927 -5.042 4.896
C -2.185 -2.434 3.130
H -2.725 -0.422 4.790
H -3.918 -1.189 5.804
H -2.306 -1.881 5.688
H -4.526 -1.948 2.036
H -4.084 -0.461 2.844
H -5.884 -0.769 4.505
H -6.546 -0.910 2.894
H -7.376 -2.742 4.392
H -6.534 -3.336 2.974
H -4.703 -3.400 6.860
H -6.459 -3.417 6.730
H -5.591 -1.969 6.315
H -6.003 -5.500 3.914
H -6.915 -5.067 5.354
H -5.250 -5.644 5.503
H -1.482 -3.041 3.701
H -1.732 -1.460 2.950
H -2.345 -2.910 2.166
C 5.952 3.244 -0.931
C 5.613 2.575 -2.273
C 6.418 3.218 -3.401
C 5.920 4.609 -3.786
C 4.434 4.558 -4.134
C 3.577 3.951 -3.026
N 4.140 2.642 -2.552
O 3.803 1.695 -3.364
C 3.452 4.957 -1.865
C 2.160 3.733 -3.535
C 6.040 1.124 -2.116
H 7.029 3.207 -0.773
H 5.665 4.288 -0.865
H 5.472 2.712 -0.109
H 6.376 2.573 -4.284
H 7.467 3.263 -3.101
H 6.106 5.320 -2.976
H 6.482 4.973 -4.647
H 4.063 5.562 -4.353
H 4.308 3.973 -5.050
H 3.096 4.466 -0.959
H 2.731 5.729 -2.129
H 4.379 5.478 -1.637
H 2.137 3.114 -4.428
H 1.724 4.698 -3.789
H 1.539 3.263 -2.771
H 5.434 0.615 -1.368
H 7.080 1.100 -1.790
H 5.969 0.570 -3.049



74
Properties=species:S:1:pos:R:3 method="wB97M-V/def2-TZVPD" e_lumo_ev=2.2 charge=-1 orbital_gap_ha=0.241 e_tot_ha=-4485.33110
C -3.391 1.797 -4.754
C -4.197 0.416 -4.741
N -3.372 -0.799 -4.776
As -2.772 -1.372 -3.052
S -4.948 -1.939 -2.402
C -2.277 -1.761 -1.131
C -2.273 -0.406 -0.247
C -0.892 0.360 -0.250
C -0.956 1.410 0.976
C 0.226 2.475 0.905
C 0.925 2.537 2.355
C 1.533 3.958 2.700
C 2.670 3.964 3.824
C 2.801 2.626 4.672
C 3.922 1.715 4.017
C 4.516 0.622 5.046
C 5.778 1.252 5.803
O 5.674 0.978 7.224
C 4.706 1.851 7.832
C -2.615 -3.318 -3.668
C -2.496 -4.390 -2.516
C -2.604 -5.874 -3.103
F -3.523 -6.000 -4.130
F -1.373 -6.252 -3.623
F -3.045 -6.751 -2.098
C -0.832 -0.984 -3.627
I -0.596 -0.452 -5.773
C 0.245 -2.095 -3.266
C 0.967 -2.817 -4.512
I 1.930 -1.164 -2.162
H -2.344 1.699 -4.341
H -3.382 2.171 -5.830
H -3.943 2.560 -4.122
H -4.815 0.414 -5.703
H -4.949 0.485 -3.899
H -3.810 -1.563 -5.300
H -2.989 0.124 -2.604
H -5.688 -1.736 -3.552
H -1.276 -2.241 -0.949
H -3.115 -2.371 -0.655
H -3.172 0.246 -0.461
H -2.422 -0.776 0.825
H -0.699 0.993 -1.162
H -0.038 -0.334 0.014
H -1.073 0.901 1.976
H -1.924 1.998 0.818
H 0.996 2.066 0.169
H -0.103 3.497 0.554
H 1.659 1.685 2.382
H 0.118 2.320 3.130
H 0.700 4.637 3.051
H 1.979 4.473 1.786
H 2.395 4.799 4.553
H 3.666 4.275 3.374
H 3.211 2.938 5.691
H 1.828 2.100 4.879
H 4.801 2.368 3.712
H 3.592 1.137 3.108
H 3.744 0.291 5.801
H 4.885 -0.297 4.485
H 5.877 2.365 5.614
H 6.708 0.725 5.419
H 4.836 1.804 8.958
H 3.652 1.516 7.594
H 4.843 2.927 7.502
H -1.851 -3.459 -4.506
H -3.613 -3.530 -4.177
H -1.553 -4.357 -1.907
H -3.362 -4.310 -1.787
H -0.528 -0.025 -3.094
H -0.099 -2.938 -2.613
H 0.238 -3.300 -5.221
H 1.540 -3.685 -4.034
H 1.749 -2.177 -5.000